{"formula": "C29H62B7F28N7O5", "method": "wB97M-V/def2-TZVPD", "symbols": ["C", "C", "O", "N", "H", "H", "C", "H", "H", "H", "H", "H", "H", "C", "C", "O", "N", "H", "H", "C", "H", "H", "H", "H", "H", "H", "C", "C", "O", "N", "H", "H", "C", "H", "H", "H", "H", "H", "H", "C", "N", "C", "C", "C", "C", "C", "C", "C", "C", "N", "C", "C", "C", "H", "H", "H", "H", "H", "H", "H", "H", "H", "H", "H", "H", "H", "H", "C", "C", "C", "O", "C", "N", "H", "H", "H", "H", "H", "H", "H", "H", "H", "H", "H", "H", "C", "C", "C", "O", "C", "N", "H", "H", "H", "H", "H", "H", "H", "H", "H", "H", "H", "H", "B", "F", "F", "F", "F", "B", "F", "F", "F", "F", "B", "F", "F", "F", "F", "B", "F", "F", "F", "F", "B", "F", "F", "F", "F", "B", "F", "F", "F", "F", "B", "F", "F", "F", "F"], "xyz": [[-12.581, -9.814, -11.135], [-11.385, -10.650, -11.399], [-11.376, -11.695, -11.944], [-10.053, -10.046, -10.979], [-9.339, -10.444, -11.588], [-10.007, -9.033, -11.085], [-9.754, -10.369, -9.503], [-12.935, -9.334, -12.049], [-12.499, -9.087, -10.328], [-13.415, -10.481, -10.880], [-8.809, -9.875, -9.297], [-9.571, -11.442, -9.532], [-10.584, -10.156, -8.834], [-14.918, -13.522, -15.567], [-14.782, -13.034, -14.173], [-14.593, -11.885, -13.857], [-15.335, -13.972, -13.180], [-16.347, -14.100, -13.382], [-14.852, -14.876, -13.331], [-15.139, -13.472, -11.746], [-14.790, -14.599, -15.687], [-14.169, -12.933, -16.101], [-15.893, -13.220, -15.951], [-15.419, -14.367, -11.192], [-15.812, -12.635, -11.630], [-14.117, -13.198, -11.514], [-17.653, -10.056, -11.671], [-19.071, -10.286, -12.027], [-19.668, -9.883, -12.969], [-19.726, -11.327, -11.153], [-19.668, -12.272, -11.578], [-19.124, -11.440, -10.316], [-21.097, -10.894, -10.791], [-17.038, -10.903, -11.371], [-17.562, -9.283, -10.898], [-17.038, -9.551, -12.422], [-21.681, -10.517, -11.622], [-21.009, -10.043, -10.114], [-21.536, -11.713, -10.227], [-10.389, -13.069, -15.323], [-9.540, -13.131, -16.535], [-9.727, -14.129, -17.411], [-8.899, -14.224, -18.519], [-7.941, -13.297, -18.798], [-7.745, -12.284, -17.850], [-8.549, -12.235, -16.734], [-7.107, -13.480, -20.002], [-6.955, -12.420, -20.904], [-6.158, -12.593, -22.017], [-5.518, -13.754, -22.203], [-5.549, -14.722, -21.269], [-6.381, -14.667, -20.172], [-4.581, -13.875, -23.354], [-9.816, -13.576, -14.549], [-11.350, -13.524, -15.557], [-10.489, -12.023, -15.033], [-10.622, -14.740, -17.297], [-9.173, -14.959, -19.266], [-6.901, -11.611, -17.921], [-8.433, -11.549, -15.908], [-7.566, -11.562, -20.664], [-6.107, -11.838, -22.787], [-4.837, -15.520, -21.425], [-6.419, -15.486, -19.470], [-3.580, -13.529, -23.132], [-5.059, -13.380, -24.200], [-4.681, -14.895, -23.728], [-11.857, -9.064, -14.633], [-12.287, -8.720, -16.054], [-12.839, -9.826, -16.934], [-13.388, -9.293, -18.113], [-14.466, -10.129, -18.631], [-13.216, -7.524, -16.085], [-13.648, -7.363, -17.004], [-14.026, -7.681, -15.472], [-12.850, -6.621, -15.781], [-11.800, -8.151, -14.039], [-10.882, -9.545, -14.670], [-12.574, -9.749, -14.174], [-11.473, -8.266, -16.627], [-13.507, -10.501, -16.391], [-11.924, -10.388, -17.147], [-14.065, -11.018, -19.111], [-15.020, -9.555, -19.369], [-15.096, -10.361, -17.773], [-18.263, -15.952, -17.255], [-17.884, -15.096, -18.478], [-17.999, -13.605, -18.156], [-17.161, -12.868, -19.053], [-17.606, -11.575, -19.369], [-16.502, -15.514, -18.909], [-15.915, -14.714, -19.171], [-15.976, -15.917, -18.116], [-16.589, -16.120, -19.715], [-17.569, -15.772, -16.434], [-18.123, -16.997, -17.532], [-19.249, -15.798, -16.818], [-18.644, -15.280, -19.237], [-17.642, -13.388, -17.145], [-19.023, -13.241, -18.253], [-17.650, -10.947, -18.475], [-18.576, -11.546, -19.877], [-16.917, -11.149, -20.100], [-12.648, -16.005, -13.649], [-12.276, -17.293, -13.291], [-13.829, -16.141, -14.412], [-12.875, -15.231, -12.507], [-11.779, -15.368, -14.583], [-18.636, -13.347, -14.113], [-18.685, -13.288, -12.720], [-17.638, -14.276, -14.555], [-19.879, -13.732, -14.614], [-18.272, -12.096, -14.657], [-15.843, -18.252, -16.637], [-15.903, -17.031, -15.895], [-14.656, -18.902, -16.350], [-16.954, -19.024, -16.337], [-15.849, -17.963, -18.047], [-15.249, -18.009, -11.982], [-15.876, -17.972, -13.220], [-16.029, -18.757, -11.068], [-14.006, -18.641, -12.110], [-15.133, -16.657, -11.517], [-12.933, -13.734, -18.364], [-12.856, -14.660, -17.343], [-12.388, -12.496, -17.917], [-12.102, -14.199, -19.409], [-14.280, -13.641, -18.753], [-14.610, -11.113, -8.300], [-14.206, -12.136, -9.143], [-15.612, -10.379, -8.971], [-15.155, -11.574, -7.113], [-13.475, -10.278, -7.938], [-17.631, -13.437, -8.969], [-16.550, -14.314, -8.981], [-17.546, -12.514, -10.060], [-18.874, -14.067, -9.071], [-17.581, -12.778, -7.743]], "atomic_forces_ev_per_a": [[-0.7, 0.0, 0.5], [-1.7, 0.1, -0.5], [0.9, -0.1, -0.1], [0.3, 0.3, 0.9], [0.1, -0.3, 0.2], [-0.4, 0.0, -0.1], [0.7, -1.0, -1.0], [0.3, 0.1, -0.1], [0.2, 0.0, 0.0], [0.2, -0.2, 0.3], [-0.2, 0.2, 0.4], [-0.1, 0.0, 0.4], [-0.1, 0.3, -0.2], [1.1, 0.5, -0.4], [-2.8, 0.0, 0.0], [1.1, -0.1, -0.1], [1.7, 1.0, 0.9], [0.3, -0.3, -0.2], [-0.2, -0.6, 0.2], [-0.7, -1.2, -0.6], [0.1, 0.0, 0.1], [0.0, -0.4, -0.4], [-0.1, 0.0, 0.3], [-0.1, 0.4, 0.6], [-0.1, -0.1, 0.3], [0.1, -0.2, -0.4], [1.5, 1.5, 0.1], [1.1, -1.5, -1.1], [-0.4, 0.5, 0.3], [0.0, 0.8, 0.6], [0.1, 0.1, -0.5], [0.0, -0.4, 0.0], [0.0, 0.1, 1.0], [-0.7, -0.3, 0.5], [-0.4, -0.5, 0.6], [-0.8, -0.2, -0.8], [0.2, -0.6, -0.4], [0.2, -0.1, 0.1], [-0.3, 0.0, -0.3], [0.3, 0.4, 0.0], [0.2, -0.3, -0.7], [-0.6, 0.6, 0.0], [-1.3, -0.7, -0.6], [0.2, 0.0, 0.7], [0.3, 0.1, 0.2], [-0.1, -0.4, 0.1], [0.6, 0.2, 0.3], [-0.2, -0.9, 0.5], [-1.1, 0.4, 0.3], [1.1, 0.5, 0.3], [0.1, -0.4, 0.0], [0.0, 0.7, -0.6], [-1.6, -0.7, -0.9], [-0.5, -0.4, 0.1], [0.1, -0.3, 0.4], [-0.1, 0.0, -0.2], [0.1, -0.2, 0.3], [0.1, -0.2, 0.2], [-0.1, 0.2, -0.1], [0.2, 0.2, -0.2], [0.3, 0.4, -0.6], [0.3, -0.1, -0.1], [-0.2, -0.2, -0.1], [0.0, 0.0, 0.0], [0.0, -0.1, 0.1], [0.4, 0.7, 0.2], [0.7, -0.2, 0.5], [-0.6, -0.1, -0.5], [0.7, 1.5, -1.1], [0.6, -0.4, 0.3], [-0.3, 0.2, 0.2], [0.3, 0.3, 0.2], [-2.0, 0.4, 0.9], [0.4, -0.6, -0.3], [0.0, -0.2, 0.0], [0.5, -0.3, 0.0], [0.2, -0.1, 0.1], [0.0, 0.0, 0.1], [0.0, -0.1, 0.0], [0.4, -0.4, 0.2], [-0.2, 0.1, 0.0], [-0.2, -0.5, -0.2], [0.0, -0.1, 0.3], [0.1, 0.2, 0.1], [-0.3, -0.4, -0.3], [0.6, -0.1, 0.0], [-1.5, 0.2, 1.5], [1.1, 0.5, 0.1], [-0.1, -0.1, -0.7], [0.0, 0.1, -0.1], [-0.1, 1.5, 0.2], [-0.3, 0.3, -0.2], [-0.4, -1.1, -0.2], [0.4, -0.6, 0.4], [0.1, 0.0, -0.1], [-0.2, -0.1, 0.2], [-0.2, 0.2, -0.5], [0.7, -0.3, -0.7], [-0.3, -0.2, 0.1], [-0.2, -0.4, 0.1], [-0.1, 0.1, 0.0], [-0.2, -0.3, 0.3], [0.3, 0.0, 0.2], [-1.4, -2.5, -0.2], [1.2, 1.1, -0.4], [-0.6, 0.9, 0.3], [0.5, 0.9, -0.3], [1.4, 0.7, 0.1], [-0.5, -0.5, -1.2], [0.2, 0.2, 0.3], [-0.3, 0.3, 0.5], [0.1, 0.1, 0.0], [0.2, 0.3, 0.2], [0.5, -0.2, 1.6], [0.0, 0.1, -1.2], [0.0, -0.1, -0.3], [-0.3, 0.0, -0.3], [-0.2, 0.6, -0.6], [-0.2, -0.4, 0.0], [-0.3, 0.1, -0.2], [0.0, 0.2, 0.1], [-0.1, 0.1, 0.4], [0.2, 0.0, 0.0], [-0.1, -1.3, 0.1], [0.5, 0.0, 0.4], [-0.1, 0.4, 0.0], [0.1, 0.4, -0.4], [0.4, 0.6, -0.3], [-1.1, -0.3, 1.3], [0.8, 0.0, -0.5], [0.4, 0.8, -0.5], [0.5, 0.0, 0.0], [0.2, 0.2, -0.8], [0.7, -0.9, 1.5], [-0.4, 0.0, -0.7], [-0.2, 0.6, -0.3], [-0.4, -0.1, -0.4], [-0.5, 0.7, -0.1]], "mulliken_charge": [-0.216, 0.374, -0.430, -0.130, 0.430, 0.409, -0.812, 0.078, 0.494, -0.261, 0.378, 0.351, 0.348, 1.744, 0.433, -0.659, 1.316, 0.295, -0.484, 0.555, 0.298, -1.229, -0.700, 0.642, -1.050, 0.128, -0.652, 0.677, -0.515, 0.469, 0.343, 0.157, -0.917, -0.449, 0.463, 0.342, 0.343, 0.375, 0.375, 0.200, 0.279, -0.587, -0.941, 1.076, -0.725, -0.245, 0.468, -0.714, -0.255, 0.048, -0.262, -0.612, -1.063, 0.387, -0.375, -0.217, 0.756, 0.561, 0.497, 0.499, 0.531, 0.419, 0.477, 0.530, 0.311, 0.394, 0.450, -0.793, -0.009, 0.463, -0.573, -0.574, -0.287, 0.378, 0.327, 0.383, 0.549, 0.242, -0.148, 0.245, -0.040, -0.054, 0.168, 0.363, 0.342, -1.035, 0.143, 0.189, -0.338, -0.919, 0.370, 0.349, -0.024, 0.408, -0.038, 0.438, 0.479, 0.242, -0.650, 0.608, 0.324, 0.380, 0.250, -0.389, -0.251, -0.123, -0.265, -0.244, 0.075, -0.270, -0.284, -0.353, -0.517, 0.326, 0.031, -0.344, -0.360, -0.459, 0.247, -0.302, -0.408, -0.393, -0.289, 0.043, -0.263, -0.237, -0.266, -0.316, 0.415, -0.276, -0.346, -0.319, -0.418, 0.115, -0.323, 0.172, -0.404, -0.362], "e_tot_ev": -132603.5824, "e_lumo_ev": -4.6, "orbital_gap_ev": 1.810, "e_above_lowest_kj_mol": 496.4}

=====

{"formula": "C29H62Br24Ga", "method": "wB97M-V/def2-TZVPD", "symbols": ["C", "C", "C", "C", "C", "Ga", "H", "H", "H", "H", "H", "H", "H", "H", "H", "H", "H", "H", "H", "H", "Br", "C", "C", "Br", "H", "H", "H", "H", "Br", "C", "C", "Br", "H", "H", "H", "H", "Br", "C", "C", "Br", "H", "H", "H", "H", "Br", "C", "C", "Br", "H", "H", "H", "H", "Br", "C", "C", "Br", "H", "H", "H", "H", "Br", "C", "C", "Br", "H", "H", "H", "H", "Br", "C", "C", "Br", "H", "H", "H", "H", "Br", "C", "C", "Br", "H", "H", "H", "H", "Br", "C", "C", "Br", "H", "H", "H", "H", "Br", "C", "C", "Br", "H", "H", "H", "H", "Br", "C", "C", "Br", "H", "H", "H", "H", "Br", "C", "C", "Br", "H", "H", "H", "H"], "xyz": [[-4.545, -3.375, 0.268], [-3.580, -4.117, -0.661], [-2.194, -3.463, -0.848], [-1.990, -2.542, -2.060], [-3.005, -1.374, -2.147], [-0.060, -1.798, -1.962], [-4.287, -3.564, 1.314], [-4.534, -2.298, 0.116], [-5.578, -3.711, 0.134], [-4.039, -4.284, -1.641], [-3.434, -5.114, -0.228], [-1.469, -4.276, -0.958], [-1.899, -2.953, 0.080], [-2.116, -3.170, -2.952], [-3.513, -1.192, -1.199], [-3.758, -1.538, -2.925], [-2.503, -0.439, -2.407], [0.791, -2.737, -0.977], [0.593, -1.711, -3.445], [-0.208, -0.307, -1.355], [0.217, 0.396, 2.101], [-0.614, -1.027, 3.131], [0.410, -2.038, 3.582], [1.002, -3.158, 2.113], [-1.380, -1.462, 2.495], [-1.065, -0.549, 3.997], [-0.010, -2.707, 4.334], [1.295, -1.553, 3.988], [-6.082, -1.196, -5.356], [-5.003, -2.412, -6.430], [-3.690, -2.741, -5.770], [-2.438, -1.266, -5.854], [-4.866, -1.924, -7.389], [-5.607, -3.309, -6.553], [-3.212, -3.571, -6.288], [-3.802, -2.987, -4.717], [1.411, 2.585, -0.947], [0.261, 3.892, -1.812], [-1.088, 3.314, -2.149], [-1.001, 2.180, -3.727], [0.779, 4.231, -2.704], [0.164, 4.717, -1.111], [-1.779, 4.107, -2.422], [-1.504, 2.714, -1.344], [4.805, 0.894, 0.080], [5.719, 0.749, -1.633], [4.915, 1.371, -2.744], [3.397, 0.275, -3.244], [5.890, -0.311, -1.799], [6.670, 1.263, -1.510], [5.531, 1.472, -3.636], [4.521, 2.344, -2.461], [0.978, 9.147, -1.375], [1.086, 8.656, 0.504], [2.375, 7.948, 0.829], [2.389, 6.126, 0.160], [0.218, 8.037, 0.711], [1.011, 9.589, 1.058], [2.498, 7.872, 1.907], [3.236, 8.451, 0.399], [-0.253, 0.465, 6.517], [1.682, 0.507, 6.708], [2.193, -0.606, 7.579], [1.863, -0.281, 9.475], [1.942, 1.489, 7.089], [2.080, 0.390, 5.703], [3.273, -0.689, 7.483], [1.728, -1.558, 7.340], [9.639, 2.281, -3.336], [10.687, 2.774, -1.774], [10.218, 2.054, -0.538], [8.530, 2.763, 0.111], [10.607, 3.852, -1.674], [11.715, 2.503, -2.006], [10.931, 2.182, 0.273], [10.059, 0.995, -0.720], [-1.765, -3.269, 7.422], [-0.771, -2.735, 9.004], [-1.204, -3.487, 10.232], [-2.930, -2.881, 10.895], [-0.903, -1.662, 9.101], [0.273, -2.949, 8.785], [-0.499, -3.316, 11.043], [-1.301, -4.552, 10.049], [-5.283, -0.251, -9.735], [-7.098, -0.616, -10.315], [-7.637, -1.878, -9.694], [-6.858, -3.475, -10.486], [-7.081, -0.660, -11.399], [-7.691, 0.237, -9.992], [-8.709, -1.957, -9.860], [-7.429, -1.926, -8.629], [-5.638, 4.401, -5.683], [-4.160, 5.662, -5.746], [-3.153, 5.412, -4.656], [-3.809, 5.979, -2.913], [-4.596, 6.654, -5.681], [-3.696, 5.528, -6.721], [-2.251, 5.993, -4.836], [-2.895, 4.360, -4.562], [0.749, -5.942, 5.032], [-1.166, -6.204, 5.234], [-1.659, -7.381, 4.436], [-1.710, -6.990, 2.534], [-1.635, -5.277, 4.920], [-1.339, -6.356, 6.297], [-2.680, -7.625, 4.720], [-1.026, -8.253, 4.561], [5.515, 1.169, 6.472], [6.082, 0.888, 4.626], [5.269, 1.699, 3.655], [3.482, 0.973, 3.423], [5.995, -0.177, 4.439], [7.129, 1.182, 4.594], [5.729, 1.673, 2.669], [5.149, 2.729, 3.975]], "atomic_forces_ev_per_a": [[-0.1, 0.0, 0.0], [0.1, -0.1, 0.2], [0.0, -0.2, -0.2], [0.0, 0.2, 0.4], [0.3, -0.1, -0.2], [-0.2, 0.0, -0.2], [0.1, 0.1, 0.0], [0.0, 0.0, 0.0], [0.0, 0.0, 0.0], [0.0, 0.1, 0.0], [0.0, 0.0, -0.1], [0.1, 0.0, 0.1], [-0.1, 0.0, 0.0], [0.1, 0.0, -0.1], [0.0, 0.0, 0.0], [-0.2, 0.0, 0.2], [0.0, 0.0, 0.0], [0.1, -0.1, 0.0], [0.1, 0.0, 0.0], [0.0, 0.0, 0.0], [-0.1, 0.0, 0.0], [0.1, 0.1, 0.0], [0.0, -0.2, 0.0], [0.0, 0.1, 0.1], [0.0, -0.1, 0.0], [0.0, 0.0, 0.0], [0.0, 0.0, 0.0], [0.0, 0.0, 0.0], [0.0, 0.0, -0.1], [-0.1, 0.0, 0.1], [0.1, 0.1, 0.1], [0.0, 0.0, 0.0], [0.0, 0.0, 0.0], [0.0, 0.0, 0.0], [0.0, 0.0, 0.0], [0.0, 0.0, 0.0], [0.1, 0.2, 0.0], [0.0, -0.1, 0.1], [0.0, 0.0, -0.2], [0.0, -0.1, 0.0], [0.0, 0.0, 0.0], [-0.1, 0.0, 0.0], [0.0, 0.1, 0.2], [0.0, 0.0, 0.0], [0.0, -0.1, 0.0], [0.0, 0.1, 0.0], [-0.2, -0.1, -0.1], [0.0, 0.0, 0.0], [0.0, 0.0, 0.0], [0.0, 0.0, 0.0], [0.1, 0.0, 0.0], [0.0, 0.0, 0.0], [0.0, 0.0, 0.0], [0.0, 0.1, -0.1], [0.0, -0.1, 0.0], [0.1, 0.0, 0.0], [0.0, 0.0, 0.0], [0.0, 0.0, 0.0], [0.0, 0.0, 0.0], [0.0, 0.0, 0.0], [0.0, 0.0, 0.2], [-0.1, -0.1, -0.1], [0.0, 0.0, 0.1], [0.0, 0.0, 0.0], [0.0, 0.0, 0.0], [0.0, 0.0, 0.0], [0.0, 0.0, 0.0], [0.0, 0.0, 0.0], [0.0, 0.0, 0.0], [0.0, 0.0, -0.1], [-0.1, 0.0, 0.1], [0.0, 0.0, 0.0], [0.0, 0.0, 0.0], [0.0, 0.0, 0.0], [0.0, 0.0, 0.0], [0.0, 0.0, 0.0], [0.0, 0.0, 0.0], [0.0, 0.0, -0.1], [0.0, 0.0, 0.1], [0.0, 0.0, 0.0], [0.0, 0.0, 0.0], [0.0, 0.0, 0.0], [0.0, 0.0, 0.0], [0.0, 0.0, 0.0], [0.0, 0.0, -0.1], [0.1, 0.1, 0.1], [0.0, -0.1, 0.0], [0.0, 0.0, 0.0], [0.0, 0.0, 0.0], [0.0, 0.0, 0.0], [0.0, 0.0, 0.0], [0.0, 0.0, 0.0], [0.0, 0.0, 0.0], [-0.1, -0.1, 0.0], [0.0, 0.0, 0.1], [-0.1, 0.0, 0.0], [0.0, 0.0, 0.0], [0.0, 0.0, 0.0], [0.0, 0.0, 0.0], [0.0, 0.0, 0.0], [0.0, 0.0, 0.0], [0.1, 0.0, 0.0], [-0.1, 0.0, -0.2], [0.0, 0.0, 0.0], [0.0, 0.0, 0.0], [0.0, 0.0, 0.0], [0.0, 0.0, 0.0], [0.0, 0.0, 0.0], [0.0, 0.0, 0.0], [0.0, 0.0, 0.0], [-0.1, -0.1, 0.0], [0.1, 0.1, -0.1], [0.0, 0.0, 0.0], [0.0, 0.0, 0.0], [0.0, 0.0, 0.0], [0.0, 0.0, 0.0]], "mulliken_charge": [-1.109, -0.280, -0.480, 0.820, -0.884, -0.097, 0.251, 0.311, 0.335, 0.234, 0.276, 0.226, -0.175, 0.180, 0.177, -0.049, 0.102, -0.288, -0.291, -0.104, -0.108, -0.386, -0.066, -0.090, 0.329, 0.194, 0.067, 0.020, -0.153, -0.314, -0.357, -0.094, 0.077, 0.378, 0.436, 0.004, 0.035, -0.654, 0.115, -0.135, 0.369, 0.227, -0.339, 0.441, -0.035, -0.033, -0.647, -0.140, 0.385, -0.207, 0.361, 0.306, -0.135, -0.604, -0.591, -0.082, 0.370, 0.358, 0.336, 0.348, -0.149, -0.114, -0.414, -0.187, 0.479, -0.250, 0.320, 0.268, -0.130, -0.542, -0.651, -0.137, 0.349, 0.342, 0.361, 0.375, -0.107, -0.470, -0.635, -0.167, 0.357, 0.227, 0.401, 0.383, -0.118, -0.575, -0.489, -0.121, 0.369, 0.346, 0.363, 0.223, -0.141, -0.611, -0.450, -0.180, 0.380, 0.367, 0.385, 0.206, -0.121, -0.566, -0.593, -0.103, 0.278, 0.355, 0.363, 0.371, -0.190, -0.592, -0.270, -0.038, 0.368, 0.383, -0.017, 0.368], "e_tot_ev": -1764475.8740, "e_lumo_ev": 1.5, "orbital_gap_ev": 5.454, "charge": -1}